Entry 1:
An isolated molecule of C30H29Cl2NO4. Source: the OMol25 dataset; level of theory: the ωB97M-V functional and the def2-TZVPD basis.

Last column: natural (NBO) charge in e.
Element x y z (Å)
C1 -2.516 -1.554 6.812  -0.39
N1 -3.162 -0.712 5.823  -0.50
C2 -4.507 -0.288 6.166  -0.39
C3 -2.658 -0.603 4.514  0.17
C4 -3.036 -1.497 3.490  -0.25
C5 -2.564 -1.369 2.195  -0.14
C6 -1.655 -0.345 1.837  -0.07
C7 -1.441 0.060 0.388  -0.39
C8 -0.139 -0.398 -0.384  -0.24
C9 -0.135 0.259 -1.850  -0.26
C10 1.115 0.991 -2.352  -0.18
C11 2.076 0.539 -3.181  -0.18
C12 3.387 1.184 -3.431  -0.07
C13 4.524 0.396 -3.752  -0.18
C14 5.784 0.954 -3.901  -0.23
C15 5.944 2.340 -3.786  -0.05
Cl1 7.491 3.023 -4.009  0.03
C16 4.819 3.155 -3.610  -0.22
C17 3.565 2.581 -3.396  -0.17
C18 -1.401 0.939 -2.462  -0.04
C19 -2.574 0.189 -2.632  -0.21
C20 -3.754 0.752 -3.164  -0.21
C21 -3.777 2.102 -3.536  -0.05
Cl2 -5.223 2.785 -4.181  0.02
C22 -2.616 2.874 -3.393  -0.24
C23 -1.441 2.292 -2.852  -0.14
C24 1.062 0.097 0.393  0.82
O1 1.045 1.200 0.881  -0.57
O2 2.117 -0.713 0.655  -0.51
C25 2.192 -2.065 0.115  0.54
C26 2.493 -1.982 -1.350  -0.67
C27 3.203 -2.897 0.922  -0.64
O3 0.863 -2.650 0.284  -0.51
C28 -0.208 -1.980 -0.227  0.81
O4 -1.254 -2.592 -0.313  -0.56
C29 -1.248 0.531 2.868  -0.21
C30 -1.698 0.376 4.166  -0.21
H1 -1.442 -1.624 6.595  0.21
H2 -2.662 -1.117 7.812  0.19
H3 -2.936 -2.577 6.825  0.17
H4 -4.795 0.558 5.527  0.21
H5 -5.247 -1.099 6.036  0.17
H6 -4.526 0.029 7.219  0.19
H7 -3.718 -2.310 3.758  0.21
H8 -2.946 -2.039 1.416  0.22
H9 -2.291 -0.270 -0.211  0.24
H10 -1.387 1.145 0.332  0.24
H11 -0.178 -0.791 -2.252  0.23
H12 1.130 2.059 -2.120  0.21
H13 1.951 -0.438 -3.672  0.20
H14 4.395 -0.685 -3.859  0.21
H15 6.663 0.316 -4.030  0.23
H16 4.967 4.234 -3.567  0.23
H17 2.701 3.227 -3.213  0.22
H18 -2.557 -0.876 -2.409  0.23
H19 -4.653 0.160 -3.224  0.23
H20 -2.661 3.927 -3.649  0.23
H21 -0.569 2.946 -2.799  0.21
H22 1.735 -1.380 -1.842  0.22
H23 3.453 -1.499 -1.536  0.23
H24 2.491 -2.967 -1.819  0.23
H25 2.876 -2.960 1.963  0.24
H26 3.273 -3.918 0.517  0.23
H27 4.204 -2.449 0.879  0.23
H28 -0.602 1.381 2.614  0.23
H29 -1.342 1.036 4.963  0.22

SMILES: CN(C)c1ccc(CC2([C@H](/C=C/c3ccc(Cl)cc3)c3ccc(Cl)cc3)C(=O)OC(C)(C)OC2=O)cc1
Multiplicity: 1
HOMO, eV: -7.96
Gap between HOMO and LUMO, eV: 8.1
Largest force on an atom, eV/A: 3.1


Entry 2:
A structure of composition C30H29ClN7O10SW. Source: the OMol25 dataset; level of theory: the ωB97M-V functional and the def2-TZVPD basis.

Last column: Mulliken spin population.
Element x y z (Å)
W1 -0.086 0.913 -0.285  0.93
C1 -0.895 -2.839 0.781  0.00
C2 -1.499 -1.606 1.413  0.01
N1 -1.148 -0.327 1.304  0.06
C3 -1.851 0.340 2.335  0.05
C4 -2.683 -0.586 2.997  0.32
N2 -2.400 -1.791 2.381  0.03
C5 -3.734 -0.321 3.932  0.03
O1 -4.647 -1.321 4.107  0.01
O2 -3.773 0.694 4.591  0.11
C6 -1.740 1.650 2.656  0.21
O3 -1.692 2.750 2.983  0.14
O4 -1.550 2.241 0.065  0.01
H1 0.886 -1.823 0.777  0.00
H2 -0.306 -3.568 -1.131  0.01
H3 -1.232 -3.662 1.412  0.00
H4 -2.545 -2.690 2.819  0.00
H5 -4.781 -1.780 3.261  0.00
O5 0.770 2.300 -1.308  0.03
N3 1.771 1.384 -0.850  -0.03
N4 2.161 1.876 0.469  0.02
O6 1.003 1.533 1.235  -0.01
C7 3.266 1.080 0.886  0.00
C8 4.424 1.124 0.110  0.00
C9 5.514 0.350 0.461  0.00
C10 5.465 -0.472 1.586  0.00
C11 4.312 -0.507 2.352  0.00
C12 3.206 0.264 2.008  0.00
H6 4.441 1.754 -0.769  0.00
H7 6.410 0.383 -0.147  0.00
H8 6.321 -1.076 1.857  0.00
H9 4.257 -1.144 3.226  0.00
H10 2.303 0.233 2.600  0.00
Cl1 -0.219 -3.383 3.870  0.00
S1 -2.219 3.237 -1.005  0.02
C13 -3.548 2.354 -1.602  0.00
N5 -4.496 1.869 -2.050  0.00
C14 4.561 -4.260 -1.424  0.00
C15 3.345 -4.528 -0.580  0.00
C16 2.987 -5.837 -0.281  0.00
C17 1.893 -6.121 0.524  0.00
C18 1.113 -5.088 1.003  0.00
C19 1.444 -3.789 0.654  0.00
N6 0.571 -2.727 1.131  -0.01
C20 -1.258 -3.226 -0.700  0.01
C21 -2.219 -4.393 -0.675  0.02
C22 -3.415 -4.375 -1.278  -0.01
C23 -3.907 -3.226 -2.018  0.02
C24 -3.119 -2.130 -2.101  -0.02
C25 -1.827 -2.088 -1.510  0.02
C26 -1.062 -0.961 -1.515  -0.03
O7 -1.364 0.261 -1.834  0.00
O8 0.137 -1.007 -0.900  0.02
C27 2.575 -3.463 -0.086  0.00
C28 3.008 -2.042 -0.342  0.00
H11 4.974 -5.193 -1.805  0.00
H12 5.342 -3.756 -0.851  0.00
H13 4.323 -3.619 -2.274  0.00
H14 3.591 -6.647 -0.671  0.00
H15 1.653 -7.144 0.782  0.00
H16 0.275 -5.267 1.664  0.00
H17 0.538 -2.773 2.209  0.00
H18 -1.889 -5.285 -0.151  0.00
H19 -4.039 -5.261 -1.220  0.00
H20 -4.858 -3.282 -2.534  0.00
H21 -3.438 -1.238 -2.632  0.00
H22 2.686 -1.691 -1.324  0.00
H23 4.094 -1.973 -0.297  0.00
H24 2.634 -1.322 0.386  0.00
N7 -6.973 -1.936 -0.801  0.00
C29 -6.100 -0.762 -0.762  0.00
C30 -5.079 -0.891 0.352  0.00
O9 -5.373 -1.861 1.251  0.00
O10 -4.124 -0.185 0.469  0.01
H25 -7.904 -1.699 -1.110  0.00
H26 -6.186 -2.289 0.903  0.00
H27 -6.597 -2.634 -1.432  0.00
H28 -6.684 0.132 -0.537  0.00
H29 -5.559 -0.553 -1.683  0.00

ΔE to the lowest compared entry with this formula, charge and spin, kcal/mol: 139.5
Total charge: -1
Multiplicity: 3
HOMO (spin up / spin down), eV: -4.29 / -4.69
Gap between HOMO and LUMO (spin up / spin down), eV: 6.5 / 6.7
Largest force on an atom, eV/A: 0.7


Entry 3:
A structure of composition C30H29FN7O3S3Sn. Source: the OMol25 dataset; level of theory: the ωB97M-V functional and the def2-TZVPD basis.

Last column: Mulliken charge in e.
Element x y z (Å)
Sn1 8.903 17.673 14.499  0.61
N1 7.066 16.988 18.333  -0.32
C1 7.027 17.506 17.110  0.43
S1 7.083 16.355 15.794  -0.49
N2 6.778 18.793 16.968  -0.98
N3 6.798 19.336 15.721  0.66
C2 6.235 20.517 15.498  -0.87
C3 6.326 21.326 14.292  0.94
C4 5.879 22.646 14.267  -0.75
C5 5.999 23.365 13.068  -0.23
C6 6.593 22.780 11.964  -0.71
C7 7.060 21.493 12.115  -0.08
N4 6.953 20.767 13.259  -0.18
H1 7.292 16.003 18.458  0.19
H2 7.136 17.544 19.151  0.26
H3 5.761 21.050 16.330  0.29
H4 5.411 23.102 15.156  0.28
H5 5.645 24.377 13.053  0.43
H6 6.634 23.249 10.985  0.36
H7 7.585 20.925 11.334  0.37
F1 13.100 12.369 13.397  -0.33
C8 12.809 12.866 14.588  0.14
C9 12.104 14.030 14.623  -0.77
C10 11.828 14.650 15.875  0.21
C11 11.053 15.922 15.886  1.55
O1 10.486 16.207 14.785  -0.68
C12 11.035 16.558 17.173  -0.26
C13 11.484 15.864 18.281  -0.33
N5 11.846 14.548 18.243  0.17
C14 11.868 13.826 19.531  -0.44
C15 10.709 12.929 19.850  -0.39
C16 10.873 14.222 20.572  -0.96
C17 12.069 13.877 17.044  -0.36
C18 12.604 12.577 17.002  -0.45
C19 13.082 12.087 15.789  -0.50
N6 13.758 10.844 15.716  0.18
C20 13.687 10.033 14.501  -0.79
C21 14.079 8.595 14.725  -0.78
N7 13.660 8.134 16.083  -0.14
C22 14.332 8.947 17.182  -0.74
C23 14.591 10.363 16.736  -0.66
C24 10.188 17.796 17.347  0.38
O2 9.902 18.179 18.468  -0.67
O3 9.854 18.424 16.249  -0.69
H8 11.782 14.557 13.773  0.74
H9 11.452 16.356 19.262  0.75
H10 12.804 13.482 19.925  0.50
H11 11.020 11.988 20.359  0.29
H12 9.886 12.878 19.130  0.24
H13 11.333 14.231 21.573  0.22
H14 10.204 15.002 20.299  0.44
H15 12.490 11.837 17.789  0.81
H16 14.173 10.513 13.644  0.45
H17 12.673 10.129 14.100  0.55
H18 15.146 8.422 14.605  0.39
H19 13.631 7.875 13.973  0.38
H20 13.902 7.124 16.161  0.37
H21 12.662 8.262 16.240  0.40
H22 15.259 8.464 17.467  0.34
H23 13.598 8.894 17.993  0.41
H24 15.684 10.503 16.445  0.32
H25 14.475 11.081 17.609  0.46
S2 7.501 14.776 10.919  -0.19
C25 8.548 15.049 9.619  0.16
C26 9.139 14.403 8.574  -0.36
C27 10.055 15.097 7.738  -0.46
C28 10.468 16.393 8.001  -0.29
C29 10.022 17.055 9.184  -0.46
C30 9.091 16.391 9.955  0.35
S3 8.144 16.888 11.268  -0.02
H26 8.843 13.375 8.292  0.34
H27 10.286 14.606 6.810  0.35
H28 11.217 16.898 7.340  0.31
H29 10.448 18.102 9.439  0.28

ΔE to the lowest compared entry with this formula, charge and spin, kcal/mol: 36.3
Total charge: +1
Multiplicity: 1
HOMO, eV: -8.59
Gap between HOMO and LUMO, eV: 4.9
Largest force on an atom, eV/A: 4.7


Entry 4:
A structure of composition C30H29IN2SiSn. Source: the OMol25 dataset; level of theory: the ωB97M-V functional and the def2-TZVPD basis.

Last column: natural (NBO) charge in e.
Element x y z (Å)
C1 -3.601 -1.872 0.467  -0.61
C2 -4.018 -0.578 1.047  -0.60
H1 -4.270 -2.702 0.670  0.23
H2 -2.590 -2.139 0.863  0.19
H3 -3.512 -1.726 -0.646  0.19
H4 -3.091 0.011 1.090  0.16
H5 -4.685 -0.069 0.296  0.22
H6 -4.503 -0.635 2.029  0.23
C3 0.083 -1.566 -3.373  0.09
C4 0.100 -1.803 -4.749  -0.20
C5 0.224 -0.764 -5.672  -0.09
C6 0.318 0.541 -5.167  -0.19
H7 -0.071 -2.324 -2.591  0.24
H8 0.003 -2.841 -5.040  0.26
H9 0.273 -0.970 -6.750  0.27
H10 0.448 1.377 -5.856  0.25
N1 0.235 -0.296 -2.911  -0.67
C7 0.266 0.783 -3.773  0.27
C8 0.025 2.133 -3.198  0.16
N2 -0.310 2.240 -1.867  -0.66
C9 -0.915 3.358 -1.362  0.08
C10 -0.545 4.504 -3.490  -0.08
C11 -0.990 4.507 -2.153  -0.20
H11 -1.277 3.270 -0.324  0.25
H12 -1.382 5.373 -1.657  0.26
C12 -0.027 3.299 -4.001  -0.18
H13 0.411 3.263 -4.991  0.25
H14 -0.537 5.421 -4.077  0.27
Sn1 -0.614 0.306 -1.056  1.51
I1 -3.057 0.363 -2.877  -0.27
C13 -1.249 -4.095 3.331  -0.15
C14 -1.679 -2.826 3.730  -0.20
C15 -1.129 -1.683 3.131  -0.18
C16 -0.172 -1.799 2.112  -0.60
C17 0.275 -3.083 1.747  -0.12
C18 -0.281 -4.227 2.331  -0.22
Si1 0.535 -0.326 1.199  1.36
C19 0.445 1.143 2.315  -0.58
C20 0.356 2.419 1.762  -0.20
C21 0.253 3.537 2.572  -0.19
C22 0.301 3.411 3.956  -0.16
C23 0.439 2.144 4.518  -0.20
C24 0.538 1.010 3.701  -0.11
C25 2.241 -0.728 0.646  -0.49
C26 3.303 -0.364 1.480  -0.19
C27 4.614 -0.753 1.151  -0.18
C28 4.884 -1.500 -0.006  -0.17
C29 3.816 -1.809 -0.863  -0.19
C30 2.500 -1.433 -0.549  -0.23
H15 -1.735 -4.978 3.755  0.24
H16 -2.416 -2.712 4.519  0.24
H17 -1.396 -0.692 3.490  0.22
H18 1.078 -3.195 1.020  0.21
H19 0.054 -5.224 2.039  0.24
H20 0.336 2.538 0.681  0.17
H21 0.165 4.512 2.120  0.22
H22 0.237 4.295 4.589  0.24
H23 0.478 2.021 5.592  0.24
H24 0.640 0.024 4.165  0.23
H25 3.101 0.241 2.369  0.23
H26 5.428 -0.483 1.816  0.24
H27 5.918 -1.801 -0.248  0.25
H28 4.024 -2.386 -1.772  0.23
H29 1.706 -1.661 -1.276  0.18

Total charge: +2
Multiplicity: 1
HOMO, eV: -14.19
Gap between HOMO and LUMO, eV: 6.3
Largest force on an atom, eV/A: 3.0


Question: The highest multiplicity belongs to which entry?
Answer: C30H29ClN7O10SW


Question: The highest largest force on an atom belongs to which entry?
Answer: C30H29FN7O3S3Sn


Question: multiplicity of number 1 (C30H29Cl2NO4)?
Answer: 1


Question: Number 4 is which compound?
Answer: C30H29IN2SiSn